This record from OMol25 describes a molecular structure, C45H44ClFN9O8PbS2. The level of theory is ωB97M-V with the def2-TZVPD basis set.

## Properties
LUMO level: -3.4 eV
HOMO-LUMO gap: 5.9 eV
Relative energy (zero: lowest compared OMol25 entry of this formula, charge and spin): 20.9 kcal/mol

The geometry in ORCA input format:
```
! RIJCOSX wB97M-V def2-TZVPD def2/J DEFGRID3
* xyz 1 1
Pb -0.06298 -0.26401 -0.14395
N 1.96416 -3.27469 -2.85669
C 1.07720 -2.70823 -2.01686
S 1.58571 -2.32378 -0.41804
N -0.13661 -2.54031 -2.49913
N -0.97732 -1.88062 -1.70108
C -2.23242 -2.05368 -1.78097
C -3.12674 -1.26653 -0.92530
C -4.49544 -1.48053 -0.93890
C -5.29321 -0.72980 -0.09231
C -4.69875 0.20428 0.73991
C -3.32329 0.35598 0.69278
N -2.56155 -0.35885 -0.13220
H 2.92948 -3.30427 -2.58519
H 1.72400 -3.33778 -3.83200
H -2.64981 -2.80518 -2.44537
H -4.91812 -2.22440 -1.60102
H -6.36555 -0.87252 -0.08332
H -5.28113 0.81120 1.41802
H -2.81490 1.06145 1.33773
C 3.71998 6.78919 1.40308
C 2.69916 5.71003 1.64522
C 2.89346 4.42383 1.14386
C 1.96659 3.42280 1.37303
C 0.82475 3.71018 2.11193
C 0.60999 4.98012 2.62409
C 1.55213 5.97175 2.38827
S -0.34994 2.42520 2.40881
O 0.24128 1.46318 3.29540
O -1.58247 3.04767 2.81393
N -0.51353 1.73046 0.96341
C -0.98579 2.44414 -0.12210
C -1.52546 3.73348 -0.17168
C -1.88442 4.22685 -1.40965
C -1.72505 3.45704 -2.56076
C -1.22089 2.18544 -2.41845
N -0.87967 1.71106 -1.22274
H 4.28360 6.60139 0.48988
H 4.43204 6.83663 2.23063
H 3.24886 7.76807 1.32120
H 3.77497 4.20963 0.54924
H 2.10332 2.42727 0.96762
H -0.29192 5.18152 3.18729
H 1.38450 6.96911 2.77827
H -1.67823 4.29680 0.73582
H -2.30330 5.22279 -1.48017
H -1.97622 3.83775 -3.53943
H -1.07382 1.51887 -3.25778
F 6.26088 1.77147 2.35585
C 5.37618 1.02422 3.06280
C 4.19136 0.71302 2.47075
C 3.25586 -0.09124 3.12023
C 1.99900 -0.42793 2.44249
O 1.81718 0.03677 1.30142
C 1.11909 -1.28429 3.17006
C 1.49433 -1.70137 4.40866
N 2.64407 -1.37571 5.03941
C 2.92253 -1.89998 6.35563
C 1.81227 -1.98641 7.34903
C 2.89558 -0.96518 7.53255
C 3.56535 -0.56794 4.39174
C 4.77949 -0.22436 4.99734
C 5.71072 0.57835 4.35481
N 6.90133 0.95722 5.00656
C 7.81846 1.95336 4.46080
C 8.85426 2.31642 5.51989
N 8.17384 2.35960 6.86026
C 7.68502 0.98486 7.28406
C 7.49428 0.13385 6.03718
C -0.24205 -1.77653 2.72930
O -0.83651 -2.54225 3.46390
O -0.73383 -1.35694 1.60459
H 3.97549 1.08097 1.47778
H 0.81419 -2.35018 4.94197
H 3.66823 -2.68695 6.36037
H 1.78479 -2.84696 8.00070
H 0.84088 -1.62026 7.04755
H 3.62165 -1.11479 8.32081
H 2.63484 0.06718 7.33900
H 4.96566 -0.58868 5.99529
H 7.25629 2.84697 4.19285
H 8.35094 1.62302 3.56525
H 9.28477 3.29314 5.31268
H 9.66289 1.59441 5.59918
H 7.37200 2.98653 6.78632
H 8.79589 2.74506 7.56871
H 6.74239 1.13062 7.80633
H 8.41282 0.55573 7.97065
H 6.86197 -0.70997 6.28862
H 8.44872 -0.28741 5.70321
C 5.75995 -1.99456 -3.25367
C 5.17200 -0.98865 -4.20390
C 5.38821 -1.06306 -5.56885
C 4.86768 -0.09850 -6.41988
Cl 5.17039 -0.21720 -8.13255
C 4.12051 0.94753 -5.92491
C 3.88090 1.03293 -4.55624
C 4.40566 0.07046 -3.70570
O 4.22000 0.06142 -2.35449
C 3.61272 1.19854 -1.76715
C 2.10387 1.28839 -1.99493
O 1.62259 2.34717 -2.37239
O 1.48421 0.17286 -1.74192
H 6.29248 -2.77477 -3.79565
H 4.98632 -2.45436 -2.63574
H 6.45472 -1.50968 -2.56533
H 5.97279 -1.87727 -5.97853
H 3.71867 1.69446 -6.59541
H 3.26994 1.83912 -4.17355
H 4.07656 2.12882 -2.10123
H 3.76245 1.06459 -0.69380
*
```

=====

This record from OMol25 describes C2H3Br2FSi in the gas phase. The level of theory is ωB97M-V with the def2-TZVPD basis set.

## Properties
SMILES string: C=C[Si](F)(Br)Br
LUMO level: 0.5 eV
HOMO-LUMO gap: 11.1 eV
Relative energy (zero: lowest compared OMol25 entry of this formula, charge and spin): 5.7 kcal/mol

The geometry in ORCA input format:
```
! RIJCOSX wB97M-V def2-TZVPD def2/J DEFGRID3
* xyz 0 1
C -1.22584 -0.30301 -0.00942
C -0.33255 0.22531 -0.82985
Si -0.75333 1.74219 -1.97650
F -0.42203 1.43283 -3.55932
Br -2.92139 1.87139 -2.03107
Br 0.06743 3.68942 -1.55347
H -1.13291 -1.03992 0.78011
H -2.20022 0.27657 0.14312
H 0.65755 -0.01711 -0.66829
*
```